[1]
16
Properties=species:S:1:pos:R:3:forces:R:3 method="wB97M-V/def2-TZVPD" orbital_gap_ha=0.3490 de_lowest_kcal_mol=37.2 smiles=CNC(C)(C)F homo_ev=-8.495 largest_force_ev_per_a=5.79
C -1.42236 1.16939 -0.78344 3.45 0.32 1.85
H 2.10055 0.70529 -0.57987 -0.77 -0.56 0.06
H 1.11214 -2.19217 0.71451 -0.12 1.42 1.70
H -2.32370 0.70947 -0.54357 -1.62 -0.77 0.82
H 1.11308 -0.37033 -1.65211 0.15 -2.18 -0.39
N -0.42106 -0.79683 0.68709 -3.21 3.40 -1.78
H -1.29229 1.04380 -1.86236 0.25 0.42 0.26
C 1.09996 0.40884 -0.95953 -0.59 1.71 1.38
C 0.51471 -1.45174 1.41764 1.43 -4.94 2.67
H -0.07350 -2.20756 2.17998 1.41 1.58 -1.74
H 1.11172 -0.83971 2.16567 -0.49 -0.51 -1.56
H -1.40532 2.24034 -0.39626 -0.12 -1.32 -0.95
H 0.77952 1.15022 -1.62930 0.31 1.78 -0.97
C -0.11846 0.46770 0.05346 -0.06 -1.28 -2.40
H -1.08522 -1.31729 0.14249 0.09 -0.35 0.19
F 0.31023 1.28057 1.04560 -0.12 1.28 0.85

=====

[2]
17
Properties=species:S:1:pos:R:3:forces:R:3 method="wB97M-V/def2-TZVPD" orbital_gap_ha="0.3762 / 0.1720" de_lowest_kcal_mol=68.0 homo_ev="-13.493 / -10.898" total_charge=+1 largest_force_ev_per_a=5.34
N -3.42126 0.85550 -0.37276 -1.52 2.03 1.75
H 2.94391 -1.06601 1.15685 0.61 -0.58 -0.32
C -1.52822 -0.30320 0.37562 3.29 -3.00 -1.04
H -0.45559 -0.31865 0.81005 -2.14 0.39 -0.46
H -3.46966 0.18613 -1.06671 -0.39 -1.17 -1.87
C 3.82959 0.31150 -0.35447 -0.88 1.78 4.96
H -4.28533 1.48055 -0.30050 2.12 -1.02 0.19
H -2.82728 -1.45723 -0.66788 2.54 -1.05 0.02
C 2.75834 -0.39757 0.32695 0.67 -2.25 0.94
N -1.77939 -1.37947 -0.46083 -1.33 1.79 1.46
C -2.39671 0.74788 0.48088 -1.49 -0.55 -1.85
H -1.06291 -2.13371 -0.54254 -1.40 0.78 -0.03
H 3.59378 0.60359 -1.26711 -1.02 1.42 -4.31
H -2.25394 1.49546 1.15897 0.38 1.82 1.83
H 4.75883 -0.13649 -0.32163 1.70 -1.37 0.08
F 1.68108 0.27419 0.73476 -1.41 1.53 -0.35
H 3.91475 1.23753 0.31035 0.26 -0.56 -0.99

=====

[3]
18
Properties=species:S:1:pos:R:3:forces:R:3 method="wB97M-V/def2-TZVPD" orbital_gap_ha=0.3382 de_lowest_kcal_mol=72.9 smiles="[H]/N=C(/N)[C@H](CF)NC" homo_ev=-8.651 largest_force_ev_per_a=8.88
C -0.05854 -0.15590 0.65745 -1.46 4.23 1.73
H 0.07741 -0.14324 1.77718 -1.46 -0.21 -0.73
H -2.86514 0.44583 0.60187 0.63 -1.08 -1.22
H 1.60286 -0.32495 -1.77086 0.79 -0.49 2.05
C -0.19667 1.44042 0.42555 -0.02 -0.14 -0.18
H -1.02510 1.78074 1.03747 0.07 0.06 0.39
C -1.24803 -0.82049 -0.01950 2.34 -1.87 -1.38
C 1.92796 -0.07751 -0.62467 4.08 0.99 -7.83
N 1.15949 -0.66929 0.25675 0.78 -3.60 6.26
H 0.16124 -2.27158 -0.35358 -3.12 2.00 -1.05
H -3.02275 -0.64948 -0.70540 -3.41 -2.26 -2.25
H 3.00344 -0.42224 -0.48699 -1.30 0.62 -0.53
H 1.71869 -1.00059 1.12516 -1.32 0.87 -2.23
N -0.84956 -1.88379 -0.69122 -0.96 0.20 1.63
H 0.74384 1.96271 0.72223 -0.71 -0.41 -0.29
F -0.57007 1.91341 -0.87085 0.89 -0.90 0.89
H 1.91015 0.98155 -0.88937 0.03 0.69 1.54
N -2.46920 -0.10559 -0.19123 4.16 1.32 3.20

=====

[4]
22
Properties=species:S:1:pos:R:3:forces:R:3 method="wB97M-V/def2-TZVPD" orbital_gap_ha=0.0911 homo_ev=-8.699 total_charge=+1 largest_force_ev_per_a=2.58
C 0.11655 -1.29816 -0.20313 -0.01 0.11 -2.53
N -2.27377 0.55881 0.73618 -0.84 -0.83 -1.56
H 0.34762 -0.88902 0.81477 -0.24 -0.34 0.03
H 3.72696 0.66501 0.41783 -0.82 0.40 -0.37
C -2.01286 -0.86517 0.63632 -1.48 1.35 1.63
I -4.26977 -0.53394 -1.94010 0.14 -0.24 -0.52
H 2.54563 -1.43970 -0.27462 -0.25 0.81 -0.26
O -3.06551 2.44008 -1.03362 -0.06 -1.36 1.14
P -3.63915 1.06854 -0.17814 1.27 1.23 1.22
H 0.49773 -2.34583 -0.35422 -0.33 0.65 0.51
O 0.86663 -0.47625 -1.14723 1.12 -0.19 1.33
C 2.25714 -0.47778 -0.79812 -0.05 0.15 -0.40
O -1.20492 -1.15898 -0.54019 1.43 -0.76 1.51
Sr 1.76387 -0.24273 2.80393 -0.56 -0.58 0.74
H -1.48081 -1.14945 1.59979 -0.13 -0.12 -0.97
C 2.69962 0.82091 -0.00405 0.06 -0.33 -1.56
H -2.93302 -1.51293 0.61359 0.90 0.50 -0.46
H 2.84628 -0.46590 -1.75657 -0.45 -0.02 0.93
H -2.31806 2.73570 -0.48389 -0.05 0.00 -0.37
H 2.66906 1.67757 -0.72880 0.36 -0.78 0.80
H 1.05784 1.70465 0.72788 0.05 -0.31 0.08
O 1.80294 1.18457 1.09240 -0.06 0.65 -0.90

=====

[5]
21
Properties=species:S:1:pos:R:3:forces:R:3 method="wB97M-V/def2-TZVPD" orbital_gap_ha=0.2607 homo_ev=-11.636 total_charge=+1 largest_force_ev_per_a=2.30
C 0.48992 2.03700 -0.19893 0.63 -0.56 -0.04
I 4.79298 -1.05271 -0.27637 -0.05 0.15 0.55
H -1.44008 0.46954 1.46243 0.01 -0.85 -0.16
C -2.85780 -0.37461 -0.14907 1.78 0.26 0.87
O 0.62356 -2.25265 0.38225 1.25 1.92 0.23
C -1.57583 -0.45162 0.83437 -0.74 0.25 0.20
Na -2.25582 2.21425 0.56827 -1.13 0.49 0.29
P -0.09796 -0.83555 -0.26191 -0.75 -0.28 -1.93
H 1.15642 2.61969 0.44433 -0.41 0.01 0.05
H 0.51789 2.53049 -1.17390 -0.45 -0.06 0.16
H -1.81923 -1.25322 1.54371 0.55 0.11 -0.10
S 2.15441 -2.56892 -0.19311 0.51 -0.47 -1.06
H -0.52941 2.06915 0.24045 1.66 -0.15 -0.47
H -3.77703 -0.70804 0.33605 0.07 0.46 0.07
H 1.57051 0.53375 -1.31736 -0.18 -0.32 0.20
H -2.91270 0.66530 -0.55480 -0.55 -1.14 -0.43
O 3.16116 -1.62142 0.78494 -0.78 -0.25 -1.12
H -2.62514 -1.08401 -0.94844 -0.27 0.48 -0.19
H 1.95107 0.53282 0.38868 -0.34 -0.19 0.00
C 1.11815 0.59632 -0.32221 -0.09 0.55 0.88
O 2.29343 -2.02171 -1.55945 -0.71 -0.41 1.98

=====

[6]
16
Properties=species:S:1:pos:R:3:forces:R:3 method="wB97M-V/def2-TZVPD" orbital_gap_ha="0.2938 / 0.2381" de_lowest_kcal_mol=82.0 homo_ev="-7.831 / -7.407" largest_force_ev_per_a=4.23
I 0.14748 -3.42113 0.40127 0.24 0.04 -0.16
H 0.33107 0.56939 -2.06751 -1.07 -0.03 -0.75
H 0.47221 1.33941 0.09587 -0.21 -0.02 0.25
H -1.86333 -0.66302 0.40455 -0.88 -1.84 -0.61
C 2.11375 -0.86489 0.84372 -1.30 -0.11 1.84
H -0.37207 -0.52155 1.52005 -0.51 -1.15 0.36
C -0.66745 0.45301 -1.60226 1.59 1.91 1.53
H 1.13641 -0.72862 1.53179 2.71 0.08 -1.52
C -0.34792 0.67661 -0.15353 -0.39 -1.41 0.12
H 2.72271 -1.56595 1.43779 0.15 0.43 -0.13
C -1.12366 -0.10554 0.87054 0.84 4.00 1.11
P 1.59598 -1.77079 -0.67425 -0.24 0.43 0.24
H -1.36956 1.26412 -1.79460 -0.17 -0.12 -1.09
H -1.07189 -0.51773 -1.69305 -0.56 -0.92 -0.66
H 2.67405 0.09337 0.64622 -0.72 -1.03 0.15
H -1.70034 0.55750 1.58658 0.53 -0.26 -0.66